Here is a structure of composition C31H35GeN13O5Se2Ti at a distorted geometry from the Open Molecules 2025 dataset. Energies are from ωB97M-V/def2-TZVPD.

CARTESIAN COORDINATES (ANGSTROEM)
Ti 0.789 1.009 2.318
C -3.835 -0.226 4.385
N -2.882 0.586 3.660
C -1.886 0.182 2.883
N -1.301 1.233 2.320
C -2.004 2.288 2.836
N -2.973 1.925 3.630
C -5.017 -0.582 3.499
C -6.328 -0.431 3.928
C -7.380 -0.776 3.087
C -7.145 -1.243 1.807
C -5.830 -1.364 1.359
C -4.780 -1.051 2.217
C -5.519 -1.754 -0.003
N -6.321 -1.969 -0.997
N -5.547 -2.221 -2.091
C -4.311 -2.149 -1.710
O -4.220 -1.859 -0.389
C -3.112 -2.331 -2.505
C -3.212 -2.538 -3.880
C -2.063 -2.711 -4.628
C -0.815 -2.697 -4.022
C -0.708 -2.503 -2.650
C 0.661 -2.542 -2.001
N 0.702 -1.930 -0.691
C 0.508 -0.653 -0.341
N 0.657 -0.530 0.972
C 0.952 -1.801 1.376
N 0.985 -2.663 0.394
C -1.856 -2.313 -1.896
H -4.158 0.338 5.256
H -3.315 -1.124 4.720
H -1.581 -0.841 2.745
H -1.790 3.319 2.614
H -6.532 -0.044 4.918
H -8.398 -0.662 3.437
H -7.954 -1.512 1.143
H -3.768 -1.162 1.855
H -4.193 -2.556 -4.332
H -2.137 -2.862 -5.697
H 0.079 -2.847 -4.615
H 1.402 -2.056 -2.640
H 0.972 -3.575 -1.848
H 0.264 0.138 -1.032
H 1.156 -2.065 2.399
H -1.791 -2.160 -0.827
N 4.749 1.586 3.282
C 3.740 0.720 3.387
N 2.797 1.073 2.544
C 3.267 2.231 1.959
N 4.471 2.553 2.381
C 2.409 2.899 1.019
C 2.778 3.980 0.236
N 1.973 4.551 -0.650
C 0.719 4.021 -0.725
C 0.300 2.980 0.047
N 1.124 2.360 0.952
H 5.609 1.629 3.799
H 3.704 -0.117 4.063
H 3.779 4.385 0.336
H 0.065 4.479 -1.457
H -0.705 2.580 -0.036
O 0.725 -0.248 3.751
Se 0.668 0.991 4.907
O -0.737 0.917 5.651
O 0.754 2.281 3.857
O 1.953 0.913 5.840
C 4.483 1.505 -5.090
Ge 3.449 0.347 -3.877
C 4.293 -1.433 -3.756
C 1.600 0.218 -4.574
C 3.406 1.213 -2.078
Se 3.501 0.018 -0.523
C 5.434 0.114 -0.276
H 4.509 1.090 -6.097
H 5.508 1.606 -4.734
H 4.033 2.496 -5.142
H 3.907 -2.103 -4.524
H 4.119 -1.882 -2.778
H 5.371 -1.350 -3.899
H 1.573 -0.471 -5.420
H 1.282 1.197 -4.931
H 0.882 -0.120 -3.827
H 2.484 1.788 -1.970
H 4.235 1.910 -1.953
H 5.942 -0.164 -1.197
H 5.690 -0.585 0.516
H 5.696 1.129 0.019

Forces on the atoms, in the same order (eV/Å):
Ti -1.1 0.2 -1.2
C -0.3 -0.1 -0.1
N 0.3 -0.2 -0.3
C -0.4 0.2 -0.1
N -1.1 0.1 0.2
C -0.2 -0.2 0.0
N -0.2 0.4 0.0
C 0.1 0.0 0.1
C 0.1 -0.1 0.0
C -0.1 0.0 0.1
C 0.1 -0.1 -0.2
C 0.2 0.1 0.5
C -0.2 -0.1 -0.1
C -0.2 -0.2 -0.8
N -0.3 0.2 0.7
N 0.6 -0.1 -0.5
C -0.9 0.0 0.2
O 0.2 0.0 0.1
C 0.5 -0.1 -0.1
C -0.2 0.1 0.2
C 0.1 -0.1 -0.1
C 0.0 0.0 0.1
C 0.1 0.1 0.1
C -0.1 -0.1 -0.3
N -0.2 0.5 0.1
C -0.1 -0.2 0.1
N -0.1 -1.7 -1.0
C 0.1 -0.1 -0.1
N 0.0 -0.4 0.1
C -0.2 0.0 -0.1
H 0.1 0.0 0.0
H 0.0 0.1 0.0
H -0.1 0.0 0.1
H 0.1 0.0 0.0
H 0.0 0.0 0.0
H 0.0 0.0 0.0
H 0.0 0.1 0.0
H 0.0 0.0 0.0
H 0.0 0.0 -0.1
H 0.0 0.0 0.0
H 0.0 0.0 0.0
H 0.0 0.0 0.0
H 0.1 0.0 0.0
H 0.0 0.0 0.0
H 0.0 0.0 0.0
H 0.0 0.0 0.0
N -0.1 -0.2 -0.1
C 0.2 0.0 -0.1
N 1.7 0.6 0.0
C 0.6 -0.4 0.3
N -0.1 0.4 -0.2
C 0.0 0.6 -0.4
C 0.0 -0.4 0.3
N 0.0 0.2 -0.2
C 0.2 -0.1 0.1
C -0.1 0.0 -0.4
N 0.7 1.3 -1.0
H 0.0 -0.1 0.1
H 0.0 0.0 0.1
H 0.0 0.0 0.0
H -0.1 -0.1 0.1
H 0.0 0.1 0.0
O 0.1 -1.0 0.7
Se -0.1 0.4 2.3
O -0.7 -0.1 0.2
O -0.1 0.4 0.7
O 0.8 -0.2 0.2
C -0.2 -0.2 0.1
Ge 0.1 0.1 0.1
C -0.1 0.2 0.0
C 0.3 0.0 0.1
C 0.0 -0.3 -0.1
Se 0.4 0.0 -0.3
C -0.3 0.0 -0.1
H 0.0 0.0 0.0
H 0.0 0.0 0.0
H 0.0 0.0 0.0
H 0.0 0.0 0.0
H 0.0 0.0 0.0
H 0.0 0.0 0.0
H 0.0 0.0 0.0
H 0.0 0.0 0.0
H 0.0 0.0 0.0
H 0.0 0.1 0.0
H 0.0 0.1 -0.1
H 0.0 0.0 0.0
H 0.0 0.0 0.0
H 0.0 0.0 0.0

## Properties
LUMO energy (spin up / spin down) = -0.46 / -0.46 eV
Frontier orbital gap (spin up / spin down) = 5.53 / 7.79 eV
Spin multiplicity = 3
Calculated total energy = -272647.0308 eV

Atom charges from the Löwdin analysis, given in e for atoms 1 to 6:
1. Ti 0.783
2. C -0.051
3. N -0.111
4. C -0.161
5. N -0.014
6. C -0.159